[1]
61
Properties=species:S:1:pos:R:3 method="wB97M-V/def2-TZVPD" max_force_ev_per_a=4.8 relative_energy_kcal_mol=40.0 homo_ev=-8.83 e_tot_ha=-1700.3555 homo_lumo_gap_ev=8.95
S 0.934 -3.465 -3.552
O -1.188 2.056 2.153
O -1.461 0.357 0.216
O -1.716 2.068 -1.831
O 0.859 -3.004 1.851
O -3.630 -0.768 1.310
O 1.086 3.429 0.224
O 0.855 2.283 -2.192
O 2.331 -3.971 -0.151
O -1.601 3.830 0.200
O 3.358 2.474 -0.802
O -3.200 -1.728 -1.177
O -3.435 1.109 3.213
O -1.499 -2.281 0.812
N 1.039 -0.049 2.592
N 1.579 -0.030 -0.382
C -0.223 -2.198 -2.888
C 1.489 -1.213 -1.313
C 0.471 -0.933 -2.426
C 2.579 -0.322 0.687
C 2.290 0.481 1.963
H 2.612 -1.393 0.903
H 3.109 0.351 2.596
H 0.223 0.461 2.275
H 1.225 1.442 -1.901
H -1.510 0.926 -0.615
H -1.797 3.311 -0.543
H 0.638 0.149 -0.022
H -2.945 -0.235 0.897
H 0.924 -0.435 -3.275
H 3.561 -0.071 0.299
H 2.480 -1.367 -1.749
H -4.229 1.636 3.211
H -3.198 -1.593 1.638
H -3.591 0.397 2.550
H -0.741 4.071 0.172
H 0.932 2.746 0.871
H -1.941 1.783 2.697
H -2.740 -0.894 -1.318
H -1.148 -1.396 0.579
H -2.011 -2.499 0.004
H 2.017 3.363 -0.027
H 0.915 2.842 -1.352
H -1.393 0.971 0.955
H -2.265 2.096 -2.630
H 1.049 -2.128 2.173
H -0.030 -2.922 1.526
H -0.748 2.182 -2.083
H 1.767 -3.549 0.545
H 1.241 -2.016 -0.773
H -1.017 -2.050 -3.683
H 1.531 -3.834 -2.436
H -0.331 -0.158 -2.080
H 2.270 1.553 1.781
H -0.835 -2.639 -2.053
H -1.400 2.816 1.572
H -3.826 -1.585 -0.498
H 3.029 1.596 -0.773
H 1.049 0.034 3.602
H 2.688 -4.762 0.229
H 3.521 2.674 -1.772



[2]
55
Properties=species:S:1:pos:R:3 method="wB97M-V/def2-TZVPD" max_force_ev_per_a=0.3 relative_energy_kcal_mol=0.0 homo_ev="-11.41 / -11.20" e_tot_ha=-6607.5458 charge=+1 homo_lumo_gap_ev="8.11 / 8.46" multiplicity=2
As 0.565 2.038 0.108
As 1.876 -0.325 -1.627
Fe 0.466 -0.272 0.419
O 0.422 -2.226 0.703
N 0.567 -3.808 2.280
C 1.435 -0.230 2.093
C 1.011 -1.468 2.873
C -3.538 -0.225 3.875
C -1.013 2.893 -0.617
C 3.269 4.114 -2.389
C 3.426 1.778 -2.930
C 0.646 -2.540 1.892
C 2.319 3.830 -1.422
C 3.545 -1.300 -1.462
C -1.099 0.162 1.373
C 3.824 3.087 -3.144
C -3.201 2.197 3.315
C -2.101 0.441 2.001
C 2.474 1.488 -1.955
C 1.918 2.515 -1.199
C -3.331 0.783 2.736
C -4.523 0.724 1.772
C 0.970 3.132 1.647
C 1.218 -0.882 -3.362
H -3.627 -1.238 3.484
H -0.812 3.949 -0.793
H 0.352 -0.279 -3.626
H 4.161 -1.147 -2.347
H -2.704 -0.195 4.578
H 0.108 -1.248 3.449
H 1.959 2.886 2.028
H -3.056 2.932 2.521
H 3.331 -2.361 -1.346
H -4.108 2.462 3.861
H 3.863 0.985 -3.527
H 0.924 -1.930 -3.315
H -4.634 -0.275 1.351
H -4.452 0.015 4.422
H 3.579 5.137 -2.557
H 2.443 -0.356 1.666
H -5.440 0.981 2.303
H -1.280 2.413 -1.556
H -1.829 2.772 0.092
H 1.773 -1.827 3.571
H 4.080 -0.941 -0.585
H 0.218 2.924 2.407
H -4.393 1.429 0.949
H -2.357 2.261 4.004
H 1.993 -0.753 -4.115
H 1.892 4.640 -0.842
H 0.935 4.187 1.382
H 1.406 0.666 2.703
H 0.730 -4.072 3.236
H 4.566 3.309 -3.899
H 0.265 -4.510 1.623



[3]
47
Properties=species:S:1:pos:R:3 method="wB97M-V/def2-TZVPD" max_force_ev_per_a=2.4 relative_energy_kcal_mol=29.7 homo_ev="-8.97 / -8.77" e_tot_ha=-3990.2272 homo_lumo_gap_ev="6.92 / 7.03" multiplicity=2
Re 1.016 -0.071 -0.075
I -7.129 -2.010 -0.506
Cl 2.080 -2.400 0.582
Cl 0.452 -5.694 -3.423
Cl -0.798 -0.460 -3.383
Cl -1.018 -3.261 -4.675
Cl 2.093 -5.329 -0.770
O -1.044 3.285 -1.395
O 2.701 0.182 2.094
O 2.766 0.311 -0.939
O -0.467 -0.450 1.159
O -1.490 1.083 2.408
O 4.656 1.484 -1.144
O -0.175 1.276 -1.001
N 1.714 2.340 0.599
C -4.159 -1.412 -0.606
C 1.270 -2.767 -0.908
C -5.198 -0.769 1.480
C -0.328 2.554 -0.759
C -5.275 -1.316 0.208
C -2.942 -0.954 -0.128
C -0.120 -3.060 -3.231
C -2.850 -0.393 1.140
C 2.275 2.481 1.950
C -0.048 -1.799 -2.623
C 3.338 1.444 2.243
C 3.485 1.410 -0.877
C 1.254 -4.018 -1.482
C -1.548 0.169 1.619
C 0.642 -1.642 -1.423
C 0.465 3.076 0.444
C -3.981 -0.293 1.939
C 0.528 -4.161 -2.667
C 2.688 2.653 -0.444
H 3.352 -0.522 2.179
H 0.614 4.150 0.311
H -4.235 -1.827 -1.602
H 4.185 1.535 1.560
H 1.464 2.352 2.668
H -3.900 0.153 2.922
H -2.061 -1.009 -0.747
H 2.165 3.000 -1.338
H 3.693 1.578 3.268
H 2.710 3.478 2.089
H 3.399 3.423 -0.138
H -0.163 2.902 1.321
H -6.079 -0.702 2.104



[4]
8
Properties=species:S:1:pos:R:3 method="wB97M-V/def2-TZVPD" max_force_ev_per_a=4.1 relative_energy_kcal_mol=41.1 homo_ev=-8.80 e_tot_ha=-514.7770 homo_lumo_gap_ev=8.86
S -0.035 -1.074 -2.659
C 0.057 -0.761 -0.936
C 0.231 0.352 1.423
C 0.170 -0.195 0.101
H -0.802 0.731 1.775
H -0.858 0.025 -3.478
H 0.371 -0.355 2.338
H 0.866 1.276 1.436



[5]
12
Properties=species:S:1:pos:R:3 method="wB97M-V/def2-TZVPD" max_force_ev_per_a=3.8 relative_energy_kcal_mol=56.9 homo_ev="-10.13 / -10.15" e_tot_ha=-1080.0422 charge=+1 homo_lumo_gap_ev="5.80 / 5.76" multiplicity=2
Sc -0.866 -1.979 0.849
O 0.974 -2.782 0.938
O 0.546 0.902 -0.156
C 0.737 0.151 2.003
C -0.077 0.568 0.931
C 1.355 -2.298 2.190
C 1.126 -1.087 2.754
Li 1.774 2.175 -0.408
Li 2.214 -1.568 0.268
H -0.233 1.155 2.255
H 1.820 -3.100 2.783
H 1.708 0.528 1.616



[6]
25
Properties=species:S:1:pos:R:3 method="wB97M-V/def2-TZVPD" max_force_ev_per_a=6.5 relative_energy_kcal_mol=116.7 homo_ev="-9.88 / -12.70" e_tot_ha=-514.0640 charge=+1 homo_lumo_gap_ev="7.05 / 5.07" multiplicity=3
O 0.807 0.141 -1.606
N -1.768 -2.441 -0.746
N 0.944 1.293 0.377
N 2.931 2.243 1.540
C -2.399 -3.532 -0.952
C -0.181 -0.523 -2.545
C 1.670 4.282 2.185
C 2.309 3.446 1.100
C 0.320 0.472 -0.428
C 1.852 2.032 0.830
C -2.813 -4.625 -0.078
H 2.831 4.109 0.442
H 3.709 1.772 2.018
H -1.191 -2.400 0.048
H 1.734 5.309 1.814
H -0.960 0.291 -2.588
H -2.340 -4.635 1.018
H -0.570 0.043 -0.146
H 2.188 4.157 3.120
H 0.703 3.976 2.306
H -3.881 -4.265 0.040
H -2.918 -5.681 -0.369
H 0.450 -0.594 -3.471
H -0.527 -1.420 -2.031
H -2.900 -3.448 -1.879



[7]
17
Properties=species:S:1:pos:R:3 method="wB97M-V/def2-TZVPD" max_force_ev_per_a=4.3 relative_energy_kcal_mol=29.0 homo_ev=-8.81 e_tot_ha=-1125.6278 homo_lumo_gap_ev=9.61
Cl -3.335 -1.171 -0.037
S -1.872 1.496 -0.224
N 0.722 -0.534 0.165
N 1.862 -1.303 -0.181
C 0.897 0.793 -0.351
C -0.489 -1.134 -0.184
C -1.911 -0.260 0.377
C -0.132 1.735 0.222
H -0.165 1.709 1.365
H -1.917 -0.291 1.516
H 0.933 0.864 -1.484
H 2.301 -0.872 -0.981
H -0.600 -2.119 0.410
H -0.583 -1.293 -1.265
H 0.051 2.722 -0.120
H 2.437 -1.478 0.599
H 1.801 1.136 0.171



[8]
49
Properties=species:S:1:pos:R:3 method="wB97M-V/def2-TZVPD" max_force_ev_per_a=6.0 relative_energy_kcal_mol=39.3 homo_ev=-6.73 e_tot_ha=-1599.0653 charge=-1 homo_lumo_gap_ev=9.51
Cl 0.138 0.067 0.432
O 3.720 -3.857 -0.547
O 4.109 3.203 1.846
O -1.035 -3.016 -0.233
O -0.874 2.759 -0.901
O -1.099 -0.575 3.525
O 0.183 -0.594 -2.786
O -5.288 0.328 0.415
N 3.099 3.102 -0.187
N -3.606 1.331 -0.689
N 2.546 -1.872 -0.922
N 2.487 1.860 1.512
N 1.681 -3.412 0.289
N -3.294 0.459 1.316
C -0.302 3.830 -0.142
C 1.021 0.394 -3.347
C 3.236 2.867 1.108
C 2.709 -3.115 -0.391
C -0.864 -1.932 3.290
C -4.129 0.632 0.316
C -1.879 -3.173 -1.317
H -0.954 4.397 0.523
H 1.191 0.201 -4.407
H 1.745 1.425 0.984
H -0.762 -0.145 2.735
H -1.067 -2.110 0.081
H 0.450 1.322 -3.326
H 3.234 -1.420 -1.508
H 0.151 -2.316 3.390
H 1.937 0.524 -2.771
H -4.169 1.764 -1.408
H -0.085 4.514 -0.963
H -1.512 -2.438 4.005
H 0.875 -2.813 0.182
H -3.648 0.191 2.223
H 2.254 2.800 -0.652
H -2.314 0.699 1.295
H -2.851 -2.804 -0.992
H -1.440 -2.627 -2.151
H 3.859 3.403 -0.780
H -1.997 -4.218 -1.604
H -2.604 1.295 -0.810
H 0.590 3.499 0.389
H 2.576 1.555 2.471
H -1.290 -1.954 2.287
H 0.260 -0.508 -1.833
H -0.672 1.943 -0.439
H 1.782 -4.192 0.922
H 1.900 -1.270 -0.432



[9]
36
Properties=species:S:1:pos:R:3 method="wB97M-V/def2-TZVPD" max_force_ev_per_a=2.3 relative_energy_kcal_mol=54.6 homo_ev=-10.03 e_tot_ha=-917.2383 homo_lumo_gap_ev=9.41
O -2.914 -1.329 -2.423
O -0.117 -1.723 2.271
O 2.510 0.085 2.819
O 0.472 -0.201 0.123
O -1.835 0.705 -0.769
O -0.449 -0.974 -2.945
O 3.631 1.416 -1.584
O -2.534 -2.541 0.583
O -2.782 0.050 1.836
O 1.566 2.260 0.147
O 3.126 -1.089 -0.058
O -1.167 2.434 1.804
H 3.538 0.650 -0.994
H -3.265 -1.048 -1.593
H -0.451 -0.236 -3.561
H 0.105 -1.153 1.569
H -1.726 0.628 -1.741
H -2.268 -0.235 2.626
H 1.325 3.161 0.286
H 2.084 2.352 -0.652
H 2.254 -0.881 0.349
H 0.049 -2.599 1.958
H 2.720 0.967 2.462
H 2.795 -1.556 -0.818
H -2.415 -1.574 0.585
H 3.290 -0.484 2.804
H -1.429 3.320 1.913
H -2.766 0.676 -0.545
H 0.913 0.647 0.257
H -1.867 -2.785 -0.049
H -1.951 -1.182 -2.493
H -0.358 -1.764 -3.527
H -0.299 0.054 -0.421
H -0.870 2.519 0.904
H -2.114 0.300 1.229
H 3.188 1.142 -2.352



[10]
47
Properties=species:S:1:pos:R:3 method="wB97M-V/def2-TZVPD" max_force_ev_per_a=9.9 relative_energy_kcal_mol=253.0 homo_ev="-16.87 / -16.65" e_tot_ha=-6785.5014 charge=+3 homo_lumo_gap_ev="5.92 / 2.71" multiplicity=6
Br -0.730 -0.723 4.883
Fe 5.394 2.164 1.870
Cl -0.084 -2.246 -2.406
S -5.184 -1.409 1.879
P -5.032 -1.654 -1.635
P 0.016 1.235 3.955
O -3.105 0.713 2.959
O -2.634 0.365 -2.704
O 4.215 -0.413 0.291
O -5.499 -3.171 -0.916
O 5.340 -1.949 -1.325
O -6.507 -0.667 -1.685
O 0.254 -0.981 -4.875
O -4.637 -1.883 -3.168
O 5.612 1.099 -1.035
O -1.105 2.548 4.364
C 3.159 1.802 -0.966
C 0.080 1.093 2.013
C 1.681 1.376 -0.386
C 0.398 0.890 -1.341
C 4.324 -1.667 -0.471
C -2.702 0.299 1.754
C -3.808 -0.573 0.851
C 3.190 -2.859 -0.276
C 0.549 0.754 -2.989
C 1.510 1.460 1.276
C 0.260 -0.803 -3.526
C -2.424 0.097 -1.385
C -3.704 -0.680 -0.639
C 2.752 1.956 2.272
C -1.046 0.545 -0.573
C 4.376 0.773 -0.563
C -1.209 0.637 1.089
H 2.163 -2.473 -0.684
H -1.930 2.170 4.805
H 3.625 2.483 1.698
H 3.066 -3.164 0.850
H 3.199 2.003 -2.118
H -7.006 -0.767 -0.801
H -0.131 1.548 -3.525
H 3.221 1.046 2.867
H 2.294 2.760 3.015
H -6.009 -0.294 2.237
H 1.681 0.963 -3.285
H -4.791 -3.455 -0.263
H 3.426 2.843 -0.445
H 3.492 -3.792 -0.946



[11]
9
Properties=species:S:1:pos:R:3 method="wB97M-V/def2-TZVPD" max_force_ev_per_a=2.9 relative_energy_kcal_mol=159.4 homo_ev="-7.97 / -7.97" e_tot_ha=-216.8842 homo_lumo_gap_ev="7.70 / 7.70"
F -3.636 0.031 0.129
C -2.530 -0.355 -0.442
C 0.743 -0.061 -0.073
C -0.396 0.770 -0.002
H 1.645 0.399 -0.504
H 0.494 -1.199 -0.168
H 0.748 -0.033 1.029
H -0.283 1.840 -0.251
H -2.012 -1.152 0.183



[12]
42
Properties=species:S:1:pos:R:3 method="wB97M-V/def2-TZVPD" max_force_ev_per_a=10.1 homo_ev=-8.41 e_tot_ha=-1701.4625 homo_lumo_gap_ev=7.99
I 0.701 5.465 0.546
I 3.068 2.680 0.008
P -1.781 3.003 1.578
N -0.361 -3.229 0.167
N 4.813 -4.623 1.748
N 3.856 -1.041 -4.335
N -5.577 2.917 1.289
C -2.596 2.186 0.025
C -7.215 1.208 -0.171
C 5.515 -4.094 0.844
C 3.120 -0.102 -3.927
C 0.030 3.380 0.972
C 1.010 2.247 0.755
C -2.861 0.577 0.197
C 2.231 1.029 -3.435
C 2.273 -3.064 1.046
C 0.833 -3.154 0.566
C 0.511 0.688 1.065
C -6.320 2.142 0.627
C 6.361 -3.456 -0.247
C -3.327 -0.043 1.472
H 7.337 -3.946 -0.296
H 2.547 -2.018 1.209
H -6.628 0.693 -0.937
H 2.943 -3.495 0.297
H -3.604 2.698 -0.276
H 2.388 -3.613 1.984
H 5.861 -3.559 -1.214
H -3.329 -1.193 1.691
H -7.664 0.465 0.493
H -1.847 2.307 -0.894
H 1.482 0.059 1.250
H -1.753 2.079 2.701
H -2.645 -0.156 -0.708
H -0.078 0.723 2.077
H 2.402 1.926 -4.037
H -3.740 0.692 2.299
H 1.180 0.740 -3.517
H 6.506 -2.394 -0.032
H -0.090 0.241 0.165
H -8.011 1.779 -0.657
H 2.458 1.254 -2.389